# C24H51F3N10O14

A 10-piece molecular cluster, C24H51F3N10O14 overall at a distorted geometry (wB97M-V/def2-TZVPD, the Open Molecules 2025 dataset).

Highest occupied orbital energy   -9.084 eV
2S+1   1
Relative energy (zero: lowest compared OMol25 entry of this formula, charge and spin)   0.00 kcal/mol
Charge   0
Orbital gap   8.82 eV
Structure (SMILES)   CC(=O)N(OC(=O)OC(F)(F)F)C(C)=O.CC(N)=O.CC(N)=O.CC(N)=O.CC(N)=O.CC(N)=O.CC(N)=O.CC(N)=O.CC(N)=O.CC(N)=O
DFT total energy   -77438.08954 eV

Bonds (Å) are listed after each position.
Positions of all 102 atoms, in Å:
1 C -5.57065 2.48559 1.90787  C2 1.491, H16 1.081, H17 1.077, H18 1.080
2 C -4.56811 3.02791 0.94677  C1 1.491, O3 1.217, N4 1.393
3 O -4.36702 4.22555 0.86149  C2 1.217
4 N -3.86164 2.15338 0.12449  C2 1.393, O5 1.427, C13 1.484
5 O -2.61552 2.74311 -0.24476  N4 1.427, C6 1.338
6 C -1.78749 1.86080 -0.81670  O5 1.338, O7 1.191, O8 1.398
7 O -1.95885 1.23979 -1.81855  C6 1.191
8 O -0.61106 1.73582 -0.07235  C6 1.398, C9 1.364
9 C 0.43100 2.52222 -0.46720  O8 1.364, F10 1.335, F11 1.335, F12 1.345
10 F 0.09714 3.37530 -1.43796  C9 1.335
11 F 1.44366 1.75283 -0.87389  C9 1.335
12 F 0.85983 3.23980 0.58608  C9 1.345
13 C -3.71998 0.76397 0.62690  N4 1.484, C14 1.486, O15 1.196
14 C -4.45870 -0.27035 -0.14363  C13 1.486, H19 1.079, H20 1.080, H21 1.084
15 O -3.07138 0.52299 1.60240  C13 1.196
16 H -5.36295 1.48834 2.27033  C1 1.081
17 H -5.56389 3.16449 2.74432  C1 1.077
18 H -6.56089 2.51762 1.47731  C1 1.080
19 H -4.99736 0.16166 -0.97259  C14 1.079
20 H -3.76786 -1.00907 -0.52275  C14 1.080
21 H -5.13450 -0.73117 0.56834  C14 1.084
22 C -0.17958 0.55428 4.07613  C23 1.510, H26 1.088, H27 1.089, H28 1.089
23 C 1.07032 1.32240 4.43224  C22 1.510, N24 1.356, O25 1.220
24 N 1.55375 2.14823 3.47159  C23 1.356, H29 1.002, H30 1.005
25 O 1.61902 1.21424 5.51689  C23 1.220
26 H -0.96350 0.81048 4.78550  C22 1.088
27 H 0.02679 -0.51191 4.15109  C22 1.089
28 H -0.53298 0.77401 3.06926  C22 1.089
29 H 1.12288 2.25664 2.57384  N24 1.002
30 H 2.38268 2.67762 3.68005  N24 1.005
31 C 3.23845 0.08522 -4.92180  C32 1.505, H35 1.089, H36 1.086, H37 1.087
32 C 3.58230 -1.17917 -4.18153  C31 1.505, N33 1.353, O34 1.221
33 N 3.20126 -1.23035 -2.88398  C32 1.353, H38 1.002, H39 1.005
34 O 4.16680 -2.11244 -4.70851  C32 1.221
35 H 2.60215 -0.16567 -5.76860  C31 1.089
36 H 4.15135 0.54735 -5.28620  C31 1.086
37 H 2.71914 0.80141 -4.29084  C31 1.087
38 H 2.71701 -0.48096 -2.42833  N33 1.002
39 H 3.41248 -2.06411 -2.36330  N33 1.005
40 C 4.77193 -1.59782 6.93441  C41 1.508, H44 1.089, H45 1.088, H46 1.089
41 C 4.00406 -2.31744 5.85497  C40 1.508, N42 1.353, O43 1.220
42 N 3.19247 -1.55248 5.08865  C41 1.353, H47 1.006, H48 1.005
43 O 4.10528 -3.52207 5.69047  C41 1.220
44 H 5.83780 -1.74494 6.76915  C40 1.089
45 H 4.49081 -2.03265 7.89184  C40 1.088
46 H 4.56309 -0.52961 6.96233  C40 1.089
47 H 3.08749 -0.55952 5.21005  N42 1.006
48 H 2.66750 -2.01222 4.36562  N42 1.005
49 C 3.14311 -6.07261 9.73019  C50 1.510, H53 1.088, H54 1.088, H55 1.089
50 C 4.38194 -5.32362 10.16136  C49 1.510, N51 1.359, O52 1.215
51 N 4.89845 -4.46071 9.24666  C50 1.359, H56 1.006, H57 1.005
52 O 4.89111 -5.47673 11.25437  C50 1.215
53 H 2.33485 -5.84248 10.42145  C49 1.088
54 H 3.34740 -7.14058 9.76793  C49 1.088
55 H 2.82959 -5.80986 8.72054  C49 1.089
56 H 4.49883 -4.31804 8.33500  N51 1.006
57 H 5.72470 -3.94961 9.50292  N51 1.005
58 C 7.80808 -3.21780 -8.16176  C59 1.514, H62 1.088, H63 1.088, H64 1.090
59 C 6.47073 -2.88146 -7.53685  C58 1.514, N60 1.353, O61 1.219
60 N 6.36574 -3.09723 -6.20505  C59 1.353, H65 1.001, H66 1.021
61 O 5.54615 -2.44020 -8.19810  C59 1.219
62 H 8.22020 -2.32103 -8.62075  C58 1.088
63 H 7.65788 -3.97084 -8.93293  C58 1.088
64 H 8.52234 -3.59931 -7.43272  C58 1.090
65 H 7.12349 -3.45743 -5.65879  N60 1.001
66 H 5.48113 -2.88281 -5.74214  N60 1.021
67 C -8.42890 4.95631 -2.06571  C68 1.510, H71 1.088, H72 1.088, H73 1.089
68 C -7.25541 4.33074 -1.34976  C67 1.510, N69 1.349, O70 1.224
69 N -6.17395 5.11458 -1.16153  C68 1.349, H74 1.001, H75 1.019
70 O -7.27816 3.17307 -0.95213  C68 1.224
71 H -9.29989 4.92397 -1.41393  C67 1.088
72 H -8.64041 4.38149 -2.96523  C67 1.088
73 H -8.23811 5.99111 -2.34625  C67 1.089
74 H -6.12718 6.06678 -1.46813  N69 1.001
75 H -5.37670 4.70305 -0.67814  N69 1.019
76 C -1.51453 -0.72259 -4.33414  C77 1.510, H80 1.083, H81 1.088, H82 1.090
77 C -0.73361 -2.00817 -4.46100  C76 1.510, N78 1.360, O79 1.215
78 N 0.09922 -2.08939 -5.53303  C77 1.360, H83 1.001, H84 1.006
79 O -0.82828 -2.91281 -3.65497  C77 1.215
80 H -1.25646 -0.24889 -3.39529  C76 1.083
81 H -2.57846 -0.95158 -4.33731  C76 1.088
82 H -1.30242 -0.02782 -5.14711  C76 1.090
83 H 0.20227 -1.35540 -6.20610  N78 1.001
84 H 0.64490 -2.92771 -5.64150  N78 1.006
85 C 2.76638 5.36842 -5.34045  C86 1.510, H89 1.088, H90 1.088, H91 1.089
86 C 3.57598 4.10169 -5.48090  C85 1.510, N87 1.358, O88 1.217
87 N 4.42153 4.04889 -6.54282  C86 1.358, H92 1.001, H93 1.005
88 O 3.48354 3.17697 -4.69587  C86 1.217
89 H 2.99427 5.82663 -4.38028  C85 1.088
90 H 1.70857 5.11502 -5.36922  C85 1.088
91 H 2.97700 6.08687 -6.13144  C85 1.089
92 H 4.51766 4.79399 -7.20491  N87 1.001
93 H 4.97317 3.21693 -6.66309  N87 1.005
94 C -6.79845 -3.50384 3.46034  C95 1.508, H98 1.088, H99 1.088, H100 1.089
95 C -6.72984 -2.13249 2.83750  C94 1.508, N96 1.357, O97 1.219
96 N -7.85354 -1.37641 2.92769  C95 1.357, H101 1.002, H102 1.006
97 O -5.72711 -1.71896 2.28188  C95 1.219
98 H -6.03068 -3.58044 4.22740  C94 1.088
99 H -6.60512 -4.24914 2.69166  C94 1.088
100 H -7.76852 -3.70688 3.91156  C94 1.089
101 H -8.69111 -1.69186 3.37720  N96 1.002
102 H -7.83791 -0.45885 2.51673  N96 1.006